Entry 1:
{"formula": "C71H161N9O12", "method": "ωB97M-V with the def2-TZVPD basis set", "elements": ["O", "H", "H", "O", "H", "H", "O", "H", "H", "C", "C", "C", "C", "C", "C", "N", "O", "C", "C", "C", "H", "H", "H", "H", "H", "H", "H", "H", "H", "H", "H", "H", "H", "H", "H", "H", "H", "H", "H", "C", "C", "C", "C", "C", "C", "N", "O", "C", "C", "C", "H", "H", "H", "H", "H", "H", "H", "H", "H", "H", "H", "H", "H", "H", "H", "H", "H", "H", "H", "C", "C", "C", "C", "C", "C", "N", "O", "C", "C", "C", "H", "H", "H", "H", "H", "H", "H", "H", "H", "H", "H", "H", "H", "H", "H", "H", "H", "H", "H", "C", "C", "C", "C", "C", "C", "N", "O", "C", "C", "C", "H", "H", "H", "H", "H", "H", "H", "H", "H", "H", "H", "H", "H", "H", "H", "H", "H", "H", "H", "C", "C", "C", "C", "C", "C", "N", "O", "C", "C", "C", "H", "H", "H", "H", "H", "H", "H", "H", "H", "H", "H", "H", "H", "H", "H", "H", "H", "H", "H", "C", "C", "C", "C", "C", "C", "N", "O", "C", "C", "C", "H", "H", "H", "H", "H", "H", "H", "H", "H", "H", "H", "H", "H", "H", "H", "H", "H", "H", "H", "C", "C", "C", "C", "C", "C", "N", "O", "C", "C", "C", "H", "H", "H", "H", "H", "H", "H", "H", "H", "H", "H", "H", "H", "H", "H", "H", "H", "H", "H", "C", "C", "C", "O", "C", "N", "H", "H", "H", "H", "H", "H", "H", "H", "H", "H", "H", "C", "C", "C", "O", "C", "N", "H", "H", "H", "H", "H", "H", "H", "H", "H", "H", "H"], "coordinates": [[1.0420, 3.0445, -5.0665], [0.9325, 2.1007, -4.9372], [0.1257, 3.4767, -5.0931], [1.9641, 4.0639, -2.3259], [2.8783, 3.7692, -2.1970], [1.6990, 3.6759, -3.2175], [0.2056, 0.5051, -4.2960], [0.4428, 0.4784, -3.3461], [-0.4878, -0.1547, -4.4037], [-0.5044, -2.3356, 6.4987], [-0.4728, -1.2029, 5.5138], [-1.5331, -0.2361, 5.9478], [-1.4118, 1.1622, 5.3204], [-0.0534, 1.7659, 5.5990], [1.0164, 0.8217, 5.2196], [0.7798, -0.4656, 5.8004], [1.9049, -1.3105, 5.4562], [1.3167, 0.7732, 3.7338], [2.2907, 1.4297, 5.7944], [-0.6822, -1.8358, 4.1250], [0.2988, -3.0167, 6.1818], [-1.4342, -2.8683, 6.3357], [-0.4729, -1.9462, 7.5256], [-2.5005, -0.6813, 5.8042], [-1.4364, -0.1465, 7.0780], [-2.2227, 1.8338, 5.6721], [-1.5089, 1.0490, 4.2436], [0.0477, 1.9791, 6.6495], [0.1471, 2.7445, 5.1125], [2.1156, 0.0347, 3.6337], [0.4730, 0.5676, 3.1221], [1.7222, 1.7356, 3.3726], [2.1713, 1.6212, 6.8628], [3.1546, 0.8268, 5.6394], [2.4085, 2.3890, 5.2744], [-1.3505, -2.7071, 4.2162], [0.3101, -2.1552, 3.7791], [-1.1136, -1.1070, 3.4485], [2.2157, -1.6225, 6.3199], [0.6110, 6.0682, -4.9795], [-0.8290, 5.8289, -5.5761], [-0.6747, 5.6700, -7.0593], [-1.9817, 5.1960, -7.7199], [-2.3195, 3.8341, -7.0866], [-2.6300, 3.9083, -5.6301], [-1.3826, 4.5263, -5.0551], [-1.5073, 4.5791, -3.6640], [-3.9376, 4.6620, -5.3603], [-2.7489, 2.5311, -5.0646], [-1.6228, 7.0797, -5.2061], [1.2904, 5.2985, -5.3619], [0.7406, 6.1210, -3.9095], [0.8263, 7.0104, -5.4232], [-0.3797, 6.6179, -7.5159], [0.0415, 4.8483, -7.2703], [-1.8404, 5.0741, -8.8455], [-2.7450, 5.9824, -7.5609], [-1.4024, 3.2481, -7.2231], [-3.0820, 3.3687, -7.6827], [-3.9021, 5.6753, -5.6930], [-4.7917, 4.1544, -5.8915], [-4.1146, 4.8180, -4.2795], [-1.7808, 2.0365, -5.0615], [-3.1718, 2.5275, -4.0788], [-3.3947, 1.9932, -5.7316], [-1.2067, 7.9228, -5.7696], [-1.5803, 7.2282, -4.1323], [-2.6827, 6.9582, -5.4766], [-2.2665, 5.1601, -3.4233], [-4.6661, -0.7534, 3.6563], [-4.9566, -0.5775, 2.1706], [-6.0765, -1.5990, 1.8534], [-6.7885, -1.2632, 0.4936], [-7.2489, 0.1942, 0.4772], [-6.1435, 1.1356, 0.7225], [-5.4235, 0.7671, 1.9443], [-4.2767, 1.7029, 2.1618], [-5.2624, 1.1694, -0.6029], [-6.7415, 2.5279, 0.9325], [-3.6461, -1.0551, 1.4911], [-3.9066, -0.0669, 4.0384], [-4.4340, -1.8204, 3.7824], [-5.6670, -0.6186, 4.1179], [-5.7903, -2.6248, 1.8892], [-6.8508, -1.4578, 2.6015], [-7.6734, -1.8780, 0.3450], [-6.1135, -1.4399, -0.3415], [-8.0395, 0.2604, 1.2395], [-7.7749, 0.3771, -0.5066], [-4.9987, 0.1818, -1.0202], [-5.7744, 1.7653, -1.3517], [-4.4100, 1.8167, -0.3623], [-5.9840, 3.2576, 0.8048], [-7.6158, 2.6356, 0.2654], [-7.2134, 2.5092, 1.9196], [-3.3839, -1.8876, 2.1111], [-2.9791, -0.2561, 1.8160], [-3.7074, -1.2119, 0.4177], [-3.6792, 1.4847, 1.3964], [5.6051, -1.2636, 3.0789], [5.5633, -2.3781, 4.1268], [4.1853, -2.9677, 4.3045], [3.8581, -4.0357, 3.1846], [4.9259, -5.0731, 3.0069], [6.2794, -4.5059, 2.8257], [6.4936, -3.5192, 3.9903], [7.8505, -3.1087, 3.9534], [7.3127, -5.5837, 2.9471], [6.4704, -3.8762, 1.4203], [5.9549, -1.7525, 5.5088], [4.9007, -0.5014, 3.4106], [5.2257, -1.6689, 2.1279], [6.6432, -0.8791, 3.0015], [4.2745, -3.5693, 5.2037], [3.4097, -2.2279, 4.3149], [3.7504, -3.4182, 2.3099], [2.8622, -4.5342, 3.3134], [4.7204, -5.7319, 2.1755], [4.9949, -5.7294, 3.8812], [8.3420, -5.2212, 2.9382], [7.1070, -6.2230, 3.7838], [7.1907, -6.3179, 2.1641], [5.5274, -3.3389, 1.1810], [7.2445, -3.1479, 1.2351], [6.6863, -4.6138, 0.6008], [6.9321, -1.2727, 5.4936], [5.8326, -2.3948, 6.3902], [5.2746, -0.9248, 5.6632], [7.9570, -2.4257, 3.2498], [-0.0201, -4.1031, 2.1478], [-0.2522, -5.0057, 0.9518], [0.4234, -6.3771, 1.0288], [-0.2139, -7.3660, 2.0229], [-1.7199, -7.5294, 1.6812], [-2.4513, -6.2201, 1.6612], [-1.7227, -5.3071, 0.7349], [-2.4208, -4.0125, 0.8133], [-3.8722, -6.4371, 1.0630], [-2.6712, -5.6688, 3.1008], [0.2973, -4.2868, -0.2938], [-0.6215, -4.4837, 2.9377], [-0.2894, -3.0952, 1.8456], [1.0075, -4.1572, 2.5504], [0.1399, -6.7802, 0.0434], [1.5150, -6.4688, 1.1098], [-0.0738, -7.1331, 3.0809], [0.3608, -8.3139, 1.9563], [-2.1450, -8.2697, 2.3179], [-1.7789, -8.0047, 0.6855], [-4.4871, -5.5261, 1.2322], [-3.7749, -6.7987, 0.0543], [-4.3281, -7.2226, 1.6948], [-1.7609, -5.7093, 3.6951], [-3.0464, -4.6417, 3.0209], [-3.4378, -6.3270, 3.5810], [-0.1878, -3.3530, -0.4881], [0.2537, -5.0055, -1.1140], [1.3876, -4.0585, -0.2052], [-2.4764, -3.6426, -0.1214], [3.8498, 0.8954, -3.4110], [5.0458, -0.0890, -3.2312], [5.6384, -0.0782, -1.8466], [4.8803, -0.9001, -0.8825], [4.6712, -2.3286, -1.4553], [3.9127, -2.3947, -2.8433], [4.7589, -1.5011, -3.7313], [4.1315, -1.4579, -4.9994], [3.8761, -3.8603, -3.3022], [2.4380, -1.9466, -2.7900], [6.1399, 0.4183, -4.1388], [3.1911, 0.8268, -2.4975], [3.2138, 0.5342, -4.2338], [4.1182, 1.9431, -3.5397], [6.6380, -0.5012, -1.9215], [5.7095, 0.9476, -1.5026], [3.8717, -0.4335, -0.6908], [5.4576, -0.8579, 0.0472], [4.1647, -2.9338, -0.7072], [5.6137, -2.7384, -1.7197], [3.6812, -3.8989, -4.3709], [4.7904, -4.4356, -3.0549], [3.1071, -4.4194, -2.7553], [2.0952, -1.8865, -3.8052], [1.8010, -2.6473, -2.2495], [2.3672, -0.9296, -2.3259], [5.9514, 0.6953, -5.1709], [6.9449, -0.3198, -4.1232], [6.4819, 1.2629, -3.5461], [4.6595, -1.9914, -5.5988], [-0.7252, 3.6995, 1.9585], [-1.0648, 4.9004, 1.0612], [-2.1026, 5.7928, 1.7725], [-2.2624, 7.1844, 1.1854], [-0.9207, 7.8879, 1.1921], [0.1466, 7.0668, 0.3709], [0.1734, 5.7338, 0.9231], [1.1884, 4.9887, 0.4050], [-0.0886, 7.1311, -1.1500], [1.4600, 7.8084, 0.6651], [-1.5803, 4.2998, -0.2597], [-0.3908, 4.0344, 2.9461], [-0.0072, 2.9976, 1.5623], [-1.5997, 3.1058, 2.2274], [-3.0347, 5.2525, 1.8338], [-1.7019, 5.9440, 2.7870], [-3.0074, 7.7660, 1.7671], [-2.7377, 7.1090, 0.1729], [-0.4688, 7.8949, 2.1928], [-0.9471, 8.9239, 0.8673], [-0.9641, 6.5401, -1.3808], [-0.0874, 8.1280, -1.5422], [0.7518, 6.6860, -1.6809], [1.5150, 8.0170, 1.7293], [2.2826, 7.1983, 0.2815], [1.4200, 8.7010, 0.0440], [-0.8182, 3.7450, -0.8593], [-2.1420, 5.0390, -0.8613], [-2.3081, 3.5633, 0.0385], [0.9357, 4.8344, -0.5213], [-3.8968, -1.8104, -3.0782], [-3.1566, -3.1235, -3.1886], [-1.6723, -2.8365, -3.4067], [-1.4784, -1.9426, -4.4767], [-1.4803, -2.6637, -5.7252], [-3.4766, -3.9138, -1.9705], [-4.9455, -1.8766, -2.9224], [-3.6299, -1.1760, -3.9339], [-3.3727, -1.3932, -2.2151], [-3.4977, -3.7049, -4.0451], [-1.1138, -3.7358, -3.5447], [-1.3109, -2.3100, -2.5169], [-2.2857, -2.2368, -6.2795], [-1.7836, -3.6619, -5.5742], [-0.5903, -2.6111, -6.3208], [-4.4587, -4.0972, -1.8219], [-2.9926, -4.8335, -1.9964], [-1.7896, 0.8200, -1.0742], [-0.4246, 0.9688, -0.4539], [0.1533, -0.3242, 0.0706], [1.4418, -0.0436, 0.5450], [2.0894, -1.2240, 1.0724], [0.4808, 1.4163, -1.6023], [-1.8672, -0.0112, -1.7621], [-2.0341, 1.7534, -1.5976], [-2.4596, 0.7342, -0.2079], [-0.3577, 1.6916, 0.3733], [0.1631, -1.0564, -0.7712], [-0.4720, -0.8015, 0.8904], [3.0943, -0.9453, 1.5001], [2.1793, -1.9901, 0.3706], [1.4937, -1.6395, 1.8866], [0.1256, 2.2781, -1.9859], [1.4177, 1.6053, -1.2707]], "mulliken_charge": [-0.73, 0.04, 0.25, -0.50, 0.19, 0.17, -0.51, 0.29, -0.01, -2.48, 2.06, -1.67, 0.52, -1.53, 2.02, -0.41, 0.06, -0.31, -1.92, 0.43, 0.34, 0.42, 0.54, 0.35, 0.35, 0.54, -0.51, 0.40, 0.21, -0.56, -0.23, 0.70, 0.57, -0.02, 0.41, 0.94, -0.78, -0.78, 0.29, -1.88, 1.82, -1.39, -0.53, -1.61, 2.52, 0.14, 0.46, -1.54, -2.73, -1.44, 0.45, 0.03, 0.68, 0.50, 0.17, 0.39, 0.31, 0.26, 0.57, 0.34, 0.39, 0.22, 0.28, 0.46, 0.57, 0.48, 0.18, 0.26, 0.21, -1.79, 1.79, -1.19, -0.19, -1.48, 2.30, 0.26, -0.63, -1.09, -2.04, 0.59, -0.12, 0.39, 0.60, 0.28, 0.53, 0.54, -0.22, 0.30, 0.39, -0.32, 0.76, -0.10, 0.23, 0.43, 0.50, -0.18, -0.09, -0.55, 0.12, -0.53, 1.54, -0.93, 1.53, -2.22, 2.32, -0.01, -0.52, -2.22, -0.98, -1.74, 0.27, -0.45, 0.47, 0.90, -0.46, -1.25, 0.20, 0.38, 0.51, 0.38, 0.46, 0.45, -0.15, 0.25, 0.36, 0.39, 0.40, 0.24, 0.41, 0.11, 2.25, -1.28, -0.80, -1.50, 1.57, -0.26, 1.38, -1.73, -1.45, -1.33, 0.33, -0.56, -0.52, 0.42, 0.28, 0.30, 0.52, 0.39, 0.38, 0.04, 0.43, 0.48, 0.42, 0.02, 0.49, -0.21, 0.81, -0.29, -0.54, -1.53, 2.08, -2.27, 2.23, -2.29, 2.33, 0.07, -0.49, -1.92, -0.47, -2.00, -0.18, 0.38, 0.59, 0.43, 0.59, -1.19, -0.25, 0.24, 0.90, 0.48, 0.35, 0.21, 0.83, -0.06, -0.76, 0.30, 0.52, 0.46, 0.37, -2.55, 2.55, -1.63, -0.34, -1.53, 1.88, 0.34, -0.47, -1.55, -2.12, 0.14, 0.81, -0.07, 0.26, 0.34, 0.37, 0.41, 0.19, 0.48, 0.37, 0.11, 0.59, 0.45, 0.47, 0.35, 0.41, -0.59, 0.32, -0.21, 0.33, -1.12, 0.33, -0.10, 0.20, -1.33, -0.49, 0.56, 0.22, -0.09, 0.46, 0.89, -1.02, 0.40, 0.50, 0.25, 0.22, 0.23, 0.51, 2.24, 1.61, -0.99, 0.24, 0.51, -0.89, -0.12, -0.22, -1.70, -0.78, -0.51, 0.20, 0.26, 0.10, -0.72, 0.20], "lumo_ev": 0.368, "smiles": "CC1(C)CCCC(C)(C)N1O.CC1(C)CCCC(C)(C)N1O.CC1(C)CCCC(C)(C)N1O.CC1(C)CCCC(C)(C)N1O.CC1(C)CCCC(C)(C)N1O.CC1(C)CCCC(C)(C)N1O.CC1(C)CCCC(C)(C)N1O.COC[C@H](C)N.COC[C@H](C)N.O.O.O", "spin_multiplicity": 1}



Entry 2:
{"formula": "C8H10N2OPb", "method": "ωB97M-V with the def2-TZVPD basis set", "elements": ["C", "C", "C", "C", "C", "Pb", "N", "C", "C", "H", "H", "H", "H", "H", "H", "H", "H", "H", "H", "O", "C", "N"], "coordinates": [[-1.8419, -1.5816, 0.1152], [-2.5080, -0.3580, 0.4251], [-2.1717, -0.0010, 1.7621], [-1.2867, -0.9954, 2.2772], [-1.0877, -1.9737, 1.2519], [0.9006, 0.7267, -0.2759], [1.6692, -1.8158, -0.4141], [0.8402, 0.6070, -2.3249], [-0.1916, 1.7119, -2.4560], [-2.5490, 0.8758, 2.3150], [-3.1979, 0.1860, -0.2428], [-0.8537, -1.0234, 3.2845], [-0.4566, -2.8653, 1.3283], [-1.9152, -2.1359, -0.8317], [-1.2480, 1.3091, -2.3056], [2.0274, 0.7946, -2.5387], [2.6284, -1.1423, -0.7983], [0.3119, 2.6927, -2.3780], [0.4583, -0.4428, -2.7306], [4.1301, 2.0174, 2.5350], [3.5044, 1.8063, 1.5333], [2.8375, 1.6078, 0.4689]], "mulliken_charge": [-0.56, -0.55, -0.41, -0.55, -0.45, 0.33, -0.61, -0.62, -1.02, 0.32, 0.38, 0.34, 0.34, 0.31, 0.32, 0.30, 0.10, 0.37, 0.28, -0.64, 0.57, -0.55], "relative_energy_kcal_mol": 17.81, "lumo_ev": [5.766, 5.782], "spin_multiplicity": 1, "charge": -2}



Entry 3:
{"formula": "C42H50Cl2HfOP4", "method": "ωB97M-V with the def2-TZVPD basis set", "elements": ["P", "C", "C", "H", "C", "H", "C", "H", "C", "H", "C", "H", "C", "C", "H", "C", "H", "C", "H", "C", "H", "C", "H", "C", "C", "H", "C", "H", "C", "H", "C", "H", "C", "H", "Hf", "C", "C", "H", "C", "O", "H", "C", "H", "C", "Cl", "Cl", "P", "C", "H", "H", "H", "C", "H", "H", "H", "C", "H", "H", "H", "P", "C", "C", "H", "H", "H", "H", "H", "H", "C", "H", "H", "H", "H", "C", "P", "C", "C", "C", "C", "C", "C", "C", "C", "C", "C", "C", "C", "H", "H", "H", "H", "H", "H", "H", "H", "H", "H", "H", "H", "H"], "coordinates": [[-3.0029, -1.2267, -0.1830], [-4.5091, -0.2506, -0.1444], [-5.5630, -0.4864, -1.0443], [-5.4476, -1.2262, -1.8394], [-6.7525, 0.2304, -0.9132], [-7.5681, 0.0450, -1.6094], [-6.8990, 1.1776, 0.1041], [-7.8336, 1.7295, 0.2072], [-5.8459, 1.4167, 0.9914], [-5.9484, 2.1562, 1.7832], [-4.6507, 0.7078, 0.8720], [-3.8261, 0.8865, 1.5641], [-2.8468, -2.0288, -1.7875], [-2.7728, -1.2208, -2.9389], [-2.8508, -0.1351, -2.8451], [-2.6080, -1.8077, -4.1939], [-2.5150, -1.1701, -5.0726], [-2.5817, -3.1981, -4.3202], [-2.4766, -3.6541, -5.3063], [-2.7004, -4.0012, -3.1857], [-2.6961, -5.0865, -3.2814], [-2.8217, -3.4285, -1.9195], [-2.9220, -4.0619, -1.0348], [-3.0428, -2.4173, 1.1681], [-4.2485, -3.0831, 1.4686], [-5.1407, -2.8871, 0.8712], [-4.3015, -3.9810, 2.5346], [-5.2362, -4.4911, 2.7601], [-3.1659, -4.2219, 3.3135], [-3.2106, -4.9275, 4.1443], [-1.9749, -3.5511, 3.0295], [-1.0837, -3.7236, 3.6306], [-1.9117, -2.6427, 1.9712], [-0.9888, -2.0924, 1.7789], [0.9674, 1.4739, -0.0822], [2.4049, -0.2151, -0.8431], [1.7976, -1.2695, -1.3972], [3.4991, -0.1087, -0.8834], [0.3007, -1.4521, -1.1639], [0.1874, -2.7012, -0.4422], [-0.7347, -2.8270, -0.1463], [-0.3058, -0.2957, -0.4261], [-0.2210, -1.5416, -2.1413], [-1.5181, -0.0739, 0.0375], [3.1043, 2.5795, -0.4932], [-0.7382, 3.0204, 0.6891], [0.5139, 2.5419, -2.4468], [1.0356, 4.2847, -2.6050], [2.1248, 4.3444, -2.7242], [0.7534, 4.8395, -1.7024], [0.5420, 4.7356, -3.4759], [1.3094, 1.7584, -3.8843], [0.9466, 0.7268, -3.9848], [2.3956, 1.7306, -3.7309], [1.0792, 2.3184, -4.8015], [-1.2388, 2.6061, -2.9156], [-1.8351, 2.8472, -2.0276], [-1.5548, 1.6296, -3.3036], [-1.3805, 3.3805, -3.6809], [2.5976, -2.6109, -2.3223], [4.1536, -2.0186, -2.9721], [1.4761, -3.0550, -3.6556], [4.7820, -1.6424, -2.1539], [3.9819, -1.2152, -3.7019], [4.6620, -2.8568, -3.4697], [0.5260, -3.4313, -3.2526], [1.9448, -3.8358, -4.2684], [1.2780, -2.1737, -4.2829], [2.8298, -3.9821, -1.1939], [3.3823, -3.6278, -0.3139], [3.3978, -4.7768, -1.6953], [1.8451, -4.3433, -0.8751], [-1.7417, 0.8473, 0.5869], [0.6598, 1.6346, 3.7961], [1.8593, 1.9584, 2.4644], [2.3292, 3.6994, 2.8439], [2.9285, 4.0622, 4.0620], [3.2241, 5.4063, 4.3262], [2.9357, 6.3981, 3.3826], [2.3262, 6.0438, 2.1759], [2.0058, 4.7128, 1.9246], [3.3045, 0.9804, 3.0113], [3.1070, -0.3597, 3.3936], [4.1833, -1.1225, 3.8470], [5.4717, -0.5744, 3.8774], [5.6820, 0.7329, 3.4272], [4.6066, 1.5050, 2.9772], [1.1455, 1.7717, 4.7684], [0.2828, 0.6075, 3.7059], [-0.1764, 2.3387, 3.6886], [3.1678, 3.3020, 4.8073], [3.6865, 5.6775, 5.2763], [3.1777, 7.4427, 3.5853], [2.0933, 6.8052, 1.4287], [1.4971, 4.4573, 0.9960], [2.1051, -0.7933, 3.3519], [4.0165, -2.1486, 4.1778], [6.3102, -1.1710, 4.2426], [6.6868, 1.1578, 3.4281], [4.7773, 2.5169, 2.6071]], "mulliken_charge": [1.56, 0.58, -0.07, 0.40, -0.72, 0.44, -0.53, 0.42, -0.80, 0.43, -0.74, 0.38, 0.25, -0.37, 0.55, -0.72, 0.46, -0.67, 0.44, -0.77, 0.44, -0.31, 0.44, 0.61, -0.59, 0.48, -0.65, 0.42, -0.61, 0.42, -0.91, 0.46, -0.05, 0.20, 0.12, -0.89, 0.29, 0.09, 0.78, -0.80, 0.14, 1.14, -0.36, -0.28, -0.41, -0.47, 1.13, -1.28, 0.38, 0.28, 0.49, -1.16, 0.14, 0.34, 0.50, -1.15, 0.35, 0.10, 0.58, 1.48, -1.26, -1.06, 0.43, 0.38, 0.44, 0.18, 0.52, 0.34, -1.33, 0.42, 0.48, 0.35, -0.27, -1.33, 0.82, 0.23, -0.01, -0.85, -0.47, -0.75, 0.05, 0.60, -0.41, -0.68, -0.50, -0.65, -0.59, 0.44, 0.43, 0.37, 0.40, 0.39, 0.40, 0.42, -0.19, 0.19, 0.43, 0.40, 0.41, 0.47], "relative_energy_kcal_mol": 0.00, "lumo_ev": -5.269, "spin_multiplicity": 1, "charge": 2}